ORCA calculation (ωB97M-V/def2-TZVPD) on a 14-piece molecular cluster, C37H93N9O14S5 overall at a distorted geometry.

Cartesian coordinates (Å):
O (4.26924, -4.70154, -1.83060)
N (2.27751, -4.10190, -1.01395)
H (-4.68907, 3.78782, -1.62913)
H (4.72361, -0.35240, 2.04199)
H (6.32322, -2.58305, -4.24046)
H (-3.60630, 2.90872, 3.95241)
H (-6.17260, 3.23833, 5.11256)
C (-0.25208, 4.77146, 2.15507)
H (-0.42106, 1.12607, -5.19680)
N (1.07299, 2.47727, -4.76482)
H (-4.66223, -1.41705, 3.81476)
H (0.50083, -3.87424, 4.71415)
C (0.40154, -2.50792, -5.87074)
H (3.55473, 5.59781, -2.55728)
H (-1.55477, 1.26523, 3.81881)
H (1.44844, 2.91745, -0.78404)
H (-5.32026, 0.17084, 4.32477)
H (3.07492, -1.06493, 2.23194)
H (5.48904, -2.75968, -5.81394)
C (-0.06264, -0.51541, 1.39306)
H (-4.80882, -0.36454, 1.19860)
H (1.26359, -0.71364, -5.47291)
H (5.18383, 5.20206, -1.96709)
H (1.44806, -2.87579, -7.64989)
H (-1.11201, -6.43085, 3.41632)
C (0.34700, -6.38108, 1.85967)
H (4.33078, 4.08157, -3.02976)
H (-0.30019, -2.56612, -7.90349)
C (-1.09834, 5.45915, -3.46697)
H (3.80251, 2.54546, -6.65650)
H (-0.26549, 1.53792, -3.48561)
H (-0.02634, -6.33512, 0.83736)
S (4.67302, -2.69778, 1.57400)
N (-0.64751, -5.82002, 2.77450)
O (1.41613, 0.42863, -0.60720)
H (-1.04933, 1.78574, -1.25340)
O (1.76501, 0.84845, -6.29519)
H (0.37749, -4.65775, -0.41163)
C (5.26858, -2.57617, 3.27792)
H (2.12011, -4.11232, -3.88224)
O (-4.79833, -2.05496, -1.38597)
N (-2.31999, 0.81228, 4.32546)
O (3.54083, -3.67607, 1.62753)
H (-1.85453, -3.86737, 4.49930)
H (1.95875, 3.85941, 1.74750)
H (4.41167, -2.33187, 3.90163)
C (2.36785, 1.97253, 2.62856)
H (-0.64158, 2.06126, 0.45821)
H (0.63431, -0.72673, -3.10577)
H (3.49116, -1.10029, -2.10837)
H (5.31035, -0.78613, -2.29683)
H (-2.96131, 3.24322, 1.78671)
H (-5.52344, 1.03904, -1.09356)
H (3.76188, -0.69053, 0.61865)
C (-3.66616, -2.40687, 0.65281)
C (4.20497, 4.79335, -2.20776)
H (-4.43859, 3.07425, 0.83345)
C (-1.21869, -4.58532, 2.58835)
H (4.80865, -3.49770, -4.44392)
N (1.50298, 3.10685, 2.25662)
H (-5.36331, 4.84516, 5.10304)
H (-1.19924, 5.03295, -4.47021)
C (4.43381, -1.36568, -2.58157)
H (0.66744, -2.93178, -0.72326)
O (-0.09128, -3.56079, -5.44881)
H (-1.54291, 6.45948, -3.52805)
N (-5.06308, -0.52512, 0.23276)
H (0.48024, -7.42328, 2.14082)
H (1.30866, -5.87487, 1.91838)
H (-0.42546, -2.08344, -3.46676)
C (-4.75859, 4.04326, 2.66402)
C (-1.82523, 4.66800, -2.39437)
H (3.28926, 2.49756, 2.90968)
H (-0.93850, -1.82816, 5.86961)
H (-4.06573, 2.26637, -2.44077)
C (-3.88098, 3.75413, 1.46924)
H (0.44363, -3.96414, -2.07668)
H (-6.59884, 0.85482, 0.33966)
C (-4.58617, -1.66982, -0.27796)
N (-4.44385, 3.45153, 3.84740)
N (-2.95885, 4.01622, -2.80133)
H (2.50050, 1.35739, 1.74318)
S (4.34302, -1.18214, -4.36300)
H (1.32302, -2.35376, -3.19461)
N (0.87778, -1.56595, -5.04465)
H (2.26117, -3.55870, 4.48595)
C (-6.00693, 0.34060, -0.41690)
C (0.84478, -3.93966, -1.07258)
C (-5.22493, 3.77265, 5.02921)
H (0.58287, -1.39210, 1.52444)
O (2.43117, -1.06024, 5.00320)
O (-5.77710, 4.70855, 2.51381)
C (0.58217, -2.28707, -7.34481)
H (-0.03937, 5.54691, -3.25356)
C (0.10131, -1.68060, 6.15750)
C (3.34785, 2.57069, -5.67170)
H (1.45438, 4.38836, -1.79316)
C (3.97567, -1.02011, 1.62196)
H (-3.45667, -1.90552, 1.59820)
H (3.27191, 3.61291, -5.34876)
H (3.11557, -5.62392, -3.83708)
H (1.25906, 3.43799, -4.53793)
H (-4.27344, -0.75773, 5.34899)
C (1.25936, -3.30721, 4.17322)
H (4.00576, 1.96581, -5.03607)
H (-3.97802, -3.44191, 0.76434)
H (-1.72398, 1.81248, 6.03242)
C (1.98268, 3.46521, -1.55844)
S (3.52695, 3.96230, -0.77759)
H (2.10985, 1.47955, 3.56036)
H (5.65738, -3.54523, 3.58059)
H (-4.65005, 3.41949, 5.89442)
C (-4.43216, -0.47034, 4.30324)
C (0.23479, 3.40386, 2.59493)
C (-0.21142, 1.93220, -4.50067)
O (-1.36529, 4.53571, -1.26270)
H (0.44590, -2.51809, 6.75987)
H (-1.81901, 0.03801, 6.25541)
C (-2.28134, 0.91160, 5.78171)
H (-2.90130, -3.40945, 3.15356)
H (2.72648, -3.94796, -0.08420)
C (2.43043, -4.98108, -3.30176)
O (-0.85687, -3.83260, 1.69695)
C (5.35863, -2.59078, -4.74294)
H (1.05728, -3.38029, 3.11211)
C (1.99113, 1.90086, -5.63427)
C (-3.82410, 3.20800, -1.95689)
H (-1.06562, -0.83535, 1.66863)
H (-3.61183, 4.65770, 0.93611)
H (6.03007, -1.80475, 3.32860)
H (-2.67238, -2.45899, 0.18971)
O (-3.38139, 0.46897, 2.36867)
C (-2.31935, -4.22189, 3.57656)
S (0.04033, -0.09330, -0.33583)
S (1.07630, -1.55572, 4.64026)
H (-1.05476, 4.68509, 1.42342)
C (0.57483, -1.68165, -3.62349)
H (-3.27257, 1.00021, 6.22696)
H (0.24561, -0.71389, 6.62582)
H (0.58136, 5.26365, 1.63339)
H (-6.74245, -0.26646, -0.94989)
O (-0.47289, 2.65748, 3.31956)
H (4.60745, -2.42276, -2.34075)
H (1.52859, -5.56447, -3.09743)
O (3.15825, 5.03220, 0.19711)
H (-0.98660, 2.68640, -4.61922)
H (-3.27499, 2.98177, -1.04419)
H (-3.32356, 4.24672, -3.71193)
H (-2.99596, -5.04822, 3.78496)
H (-0.55187, 5.42910, 2.96056)
C (-3.30780, 0.28218, 3.60011)
O (5.15291, 0.00366, -4.75912)
C (3.06369, -4.57889, -2.00102)
H (-2.04785, 1.01540, -0.01682)
H (0.33686, 0.28631, 2.01154)
H (0.81501, -1.24178, -7.57975)
H (2.13299, 2.78733, -2.39324)
C (-1.03421, 1.34371, -0.25635)

Summary:
**Total energy**: -136131.0829 eV
**LUMO level**: 0.0019 hartree
**Net charge**: 0
**HOMO level**: -8.44 eV
**Energy above the lowest of the compared OMol25 structures with the same formula, charge and spin**: 0.000 eV